No. 1
11
Properties=species:S:1:pos:R:3:lowdin_charge:R:1 method="wB97M-V/def2-TZVPD" gap_ev="11.056 / 7.040" multiplicity=1 e_homo_ev="-10.9 / -8.5" total_energy_ha=-367.412736 lumo_energy_ev="0.20 / -1.50"
C 0.02 -0.37 -1.73 -0.017
C 1.07 -0.92 -0.90 -0.332
C -0.64 0.82 1.86 -0.234
O 1.48 -0.25 -2.01 0.040
O -0.21 -0.43 1.98 -0.004
F 1.43 -2.13 -0.59 0.129
H -0.44 -0.93 -2.42 0.068
H -0.39 0.62 -1.41 0.113
H -0.49 1.27 0.76 0.133
H -0.18 1.49 2.49 0.044
H -1.64 0.83 2.00 0.060

=====

No. 2
22
Properties=species:S:1:pos:R:3:lowdin_charge:R:1 method="wB97M-V/def2-TZVPD" gap_ev=7.752 multiplicity=1 e_homo_ev=-8.5 total_energy_ha=-853.018018 lumo_energy_ev=-0.77
C 2.20 2.10 0.46 -0.141
C 2.33 0.99 -0.54 -0.196
C 1.50 -0.07 -0.41 -0.415
C 1.57 -1.11 -1.46 -0.163
Si 0.19 -0.10 0.97 0.646
C -0.90 -1.61 0.99 -0.269
H 1.72 2.86 -0.10 0.055
H 1.52 1.81 1.33 0.027
H 3.21 2.55 0.64 0.090
H 3.04 1.23 -1.25 0.081
H 1.53 -2.19 -1.04 0.081
H 0.67 -1.01 -2.11 0.067
H 2.44 -1.15 -2.24 0.103
H -0.72 0.89 1.01 -0.064
H 1.22 -0.04 2.07 -0.005
H -1.90 -1.41 0.39 0.043
H -0.40 -2.60 0.72 0.031
H -1.07 -1.88 2.04 0.011
O -3.27 0.94 0.08 -0.468
Si -4.58 0.22 -0.29 0.653
H -5.28 0.55 -1.57 -0.072
H -5.01 -0.97 0.33 -0.093

=====

No. 3
10
Properties=species:S:1:pos:R:3:lowdin_charge:R:1 method="wB97M-V/def2-TZVPD" total_charge=-1 gap_ev=8.507 multiplicity=1 e_homo_ev=-4.8 total_energy_ha=-2895.460121 lumo_energy_ev=3.70
C 1.26 0.33 -0.93 -0.349
C 1.18 -3.46 -0.89 -0.911
C 1.76 0.09 0.32 -0.144
N 0.86 0.68 -1.95 0.124
O 0.45 -4.27 -1.26 0.046
O 2.15 -2.84 -1.04 0.022
Br 0.47 -2.92 1.27 0.068
H 1.68 -0.95 0.38 -0.068
H 1.40 0.74 1.23 0.139
H 2.80 0.26 0.32 0.073

=====

What did the third record say?
10
Properties=species:S:1:pos:R:3:lowdin_charge:R:1 method="wB97M-V/def2-TZVPD" total_charge=-1 gap_ev=8.507 multiplicity=1 e_homo_ev=-4.8 total_energy_ha=-2895.460121 lumo_energy_ev=3.70
C 1.26 0.33 -0.93 -0.349
C 1.18 -3.46 -0.89 -0.911
C 1.76 0.09 0.32 -0.144
N 0.86 0.68 -1.95 0.124
O 0.45 -4.27 -1.26 0.046
O 2.15 -2.84 -1.04 0.022
Br 0.47 -2.92 1.27 0.068
H 1.68 -0.95 0.38 -0.068
H 1.40 0.74 1.23 0.139
H 2.80 0.26 0.32 0.073